1.
# C6H16OP

A gas-phase ion, C6H16OP (charge +1) (ωB97M-V/def2-TZVPD, the OMol25 dataset).

Last column: natural (NBO) charge in e.
CARTESIAN COORDINATES (ANGSTROEM)
P  -2.46  -1.09  -0.17  0.821
O  2.51  -0.10  -0.49  -0.541
C  0.12  1.51  0.08  -0.415
C  1.29  -0.49  -1.07  -0.054
C  2.88  -0.81  0.68  -0.245
C  -1.59  -0.12  1.07  -0.726
C  0.37  0.73  -1.22  -0.423
C  -1.29  1.34  0.63  -0.387
H  -3.11  -0.29  -1.10  0.069
H  0.82  1.39  -1.97  0.246
H  -2.18  -0.18  1.98  0.287
H  -0.66  -0.67  1.25  0.278
H  0.29  2.57  -0.08  0.241
H  -0.58  0.39  -1.67  0.165
H  -1.46  1.98  1.49  0.247
H  0.81  -1.28  -0.47  0.133
H  0.85  1.20  0.83  0.221
H  2.06  -0.87  1.40  0.146
H  -2.02  1.65  -0.13  0.205
H  3.71  -0.27  1.13  0.213
H  -3.44  -1.92  0.37  0.071
H  -1.62  -1.93  -0.90  0.070
H  1.48  -0.92  -2.06  0.197
H  3.21  -1.83  0.44  0.181

Summary:
* charge: +1
* energy: -17809.4854 eV
* gap between HOMO and LUMO: 9.534 eV
* LUMO level: -3.37 eV
* relative energy (zero: lowest compared OMol25 entry of this formula, charge and spin): 45.5 kcal/mol

***

2.
# C31H52BrN3OP2Pd

A molecular structure, C31H52BrN3OP2Pd in a non-equilibrium geometry (ωB97M-V/def2-TZVPD, the OMol25 dataset).

Last column: Mulliken spin population.
CARTESIAN COORDINATES (ANGSTROEM)
Pd  -0.02  -2.08  -0.38  1.001
Br  -3.38  -4.86  1.44  0.063
P  1.20  -0.40  -2.04  0.257
P  -2.18  -1.32  -0.66  0.228
O  -0.81  2.05  0.17  -0.055
N  -0.14  4.22  0.47  0.556
N  5.61  1.59  1.56  0.134
N  -0.62  2.88  2.32  0.346
C  4.50  -0.53  1.39  0.111
C  -2.38  -3.10  -1.12  -0.010
C  3.31  1.42  2.24  0.050
C  0.82  -2.83  1.79  0.136
C  3.33  0.03  1.96  0.068
C  1.09  -1.66  -3.37  0.021
C  -1.53  -4.18  1.84  0.179
C  -0.44  -4.89  1.29  0.023
C  -2.98  -0.81  0.90  0.087
C  1.49  -3.04  -2.87  0.026
C  -2.80  -0.27  -2.01  0.019
C  1.94  -1.94  1.45  0.075
C  -1.36  -3.18  2.81  -0.001
C  -4.32  -1.49  1.16  0.038
C  0.25  5.33  1.30  -0.019
C  -0.53  3.00  0.95  -0.033
C  -0.90  1.59  2.91  -0.033
C  -0.46  1.48  -3.57  -0.001
C  -0.15  -2.49  2.79  0.089
C  4.50  2.14  2.06  -0.045
C  -0.47  5.25  2.62  0.012
C  2.15  -0.76  2.12  0.032
C  -4.33  -0.19  -2.11  0.030
C  3.62  1.13  -1.71  0.003
C  -3.65  -3.57  -1.80  0.059
C  5.62  0.29  1.25  -0.045
C  0.76  -4.17  1.22  0.057
C  0.12  4.30  -0.95  -0.001
C  0.93  1.18  -3.03  0.084
C  3.05  -0.27  -1.95  0.028
C  -0.25  3.90  3.25  -0.009
H  2.57  -3.15  -2.77  -0.002
H  -1.09  1.90  -2.78  0.002
H  -1.48  -3.39  -1.69  0.014
H  1.24  2.02  -2.39  -0.006
H  -4.83  -1.12  2.06  0.003
H  -0.84  3.81  4.16  0.008
H  -2.25  -1.07  1.70  0.000
H  -4.75  0.31  -1.23  -0.003
H  3.45  1.80  -2.57  0.000
H  -4.66  0.38  -3.00  0.003
H  -4.53  -3.28  -1.22  -0.001
H  -3.06  0.29  0.93  0.004
H  -0.09  1.31  3.61  0.017
H  1.04  -3.29  -1.89  -0.011
H  1.35  5.30  1.47  0.058
H  4.70  1.07  -1.55  0.004
H  -0.40  2.24  -4.37  0.002
H  -0.94  0.59  -3.99  -0.001
H  3.38  -0.94  -1.14  0.004
H  0.28  5.36  -1.22  0.005
H  -2.19  -2.94  3.48  0.001
H  -1.86  1.60  3.48  0.023
H  -5.02  -1.37  0.32  -0.003
H  2.38  1.92  2.52  0.028
H  -4.77  -1.19  -2.19  -0.002
H  3.19  1.60  -0.82  0.002
H  1.73  -1.31  -4.19  0.007
H  1.02  3.72  -1.23  0.036
H  -1.53  5.44  2.48  0.003
H  4.54  3.19  2.37  0.000
H  -2.37  0.72  -1.79  0.001
H  -0.58  -5.89  0.83  0.002
H  -0.73  3.91  -1.53  0.025
H  -1.01  0.85  2.10  0.018
H  -2.37  -0.60  -2.97  0.000
H  0.81  3.77  3.52  0.030
H  -2.30  -3.65  -0.18  0.022
H  1.26  -0.25  2.51  0.095
H  1.65  1.15  -3.87  0.020
H  -4.15  -2.57  1.31  -0.002
H  6.56  -0.15  0.90  0.001
H  0.08  -1.68  3.52  0.001
H  3.44  -0.68  -2.89  0.013
H  -3.71  -3.16  -2.81  0.000
H  -0.08  6.04  3.27  -0.002
H  1.12  -3.80  -3.57  0.000
H  0.02  6.26  0.76  0.019
H  0.05  -1.64  -3.70  -0.005
H  1.67  -4.59  0.75  -0.004
H  -3.66  -4.66  -1.87  0.000
H  4.54  -1.57  1.03  0.002
H  2.59  -2.36  0.67  0.007

Summary:
* charge: +4
* energy: -131564.0083 eV
* spin multiplicity: 5
* gap between HOMO and LUMO (spin up / spin down): 6.680 / 5.114 eV
* LUMO level (spin up / spin down): -12.39 / -14.63 eV

***

3.
# C16H54AsF6N18O10

A molecular structure, C16H54AsF6N18O10 in a non-equilibrium geometry (ωB97M-V/def2-TZVPD, the OMol25 dataset).

Last column: Mulliken spin population.
CARTESIAN COORDINATES (ANGSTROEM)
As  0.87  0.05  -0.21  -0.002
F  2.57  0.43  -0.66  -0.001
F  0.60  -0.90  -1.64  0.004
F  1.17  0.93  1.33  0.000
F  1.31  -1.42  0.66  -0.003
F  0.45  1.56  -1.12  0.000
F  -0.85  -0.25  0.16  0.000
O  -3.19  1.04  1.66  0.000
O  3.86  0.20  5.39  0.000
O  -0.45  -0.98  6.50  0.000
O  -5.94  -2.48  -0.32  0.000
O  4.65  -3.54  -0.74  0.790
O  3.96  3.45  -1.64  0.000
O  -2.17  2.79  -3.61  0.000
O  0.71  -4.29  -5.02  0.002
O  3.05  1.13  -5.83  0.001
O  0.78  -4.66  1.75  0.001
N  -2.11  2.70  0.60  0.000
N  2.41  3.35  -0.05  0.000
N  -5.45  -0.64  0.77  0.000
N  -0.87  0.87  3.47  0.000
N  0.66  -2.70  -3.46  0.008
N  3.61  5.11  -0.19  0.000
N  -1.26  -5.38  1.38  0.000
N  -0.49  -3.65  0.28  0.001
N  -0.19  -2.27  -5.30  0.004
N  2.90  1.78  4.17  0.000
N  -3.93  -1.96  0.22  0.000
N  3.84  -1.89  -1.94  0.267
N  1.84  1.33  -4.03  0.000
N  -3.79  3.22  1.93  0.000
N  -1.21  0.26  -4.74  0.000
N  4.89  -1.35  -0.13  0.012
N  3.80  2.28  -4.13  0.000
N  2.91  -0.36  3.54  0.000
C  3.35  3.93  -0.69  0.000
C  3.22  0.54  4.44  0.000
C  0.49  -3.19  -4.64  0.000
C  4.51  -2.34  -0.93  -0.041
C  -3.10  2.23  1.39  0.000
C  -2.58  -1.11  -3.23  0.000
C  -1.55  -1.57  3.54  0.000
C  -2.36  1.54  -2.92  0.000
C  -1.26  -0.25  4.31  0.000
C  2.87  1.61  -4.76  0.000
C  -2.35  3.98  -2.76  0.000
C  -0.10  -0.38  5.34  0.000
C  -2.36  0.28  -3.87  0.000
C  -0.23  -4.63  1.13  0.000
C  -5.17  -1.70  0.15  0.000
C  0.51  -1.10  7.51  0.000
H  1.74  1.65  -3.08  0.000
H  -3.46  -1.15  0.60  0.000
H  0.22  -1.88  -3.07  -0.001
H  -0.68  -2.09  3.13  0.000
H  -2.52  -1.87  -4.00  0.000
H  4.49  5.44  -0.56  0.000
H  -1.52  1.43  -2.24  0.000
H  -3.52  -1.24  -2.70  0.000
H  -3.21  0.39  -4.55  0.000
H  3.11  5.60  0.53  0.000
H  -2.16  -0.02  4.89  0.000
H  -3.27  3.82  -2.21  0.000
H  0.05  -1.77  8.23  0.000
H  4.67  2.27  -4.64  0.000
H  3.13  2.39  4.94  0.000
H  -1.79  -2.42  4.18  0.000
H  -4.80  -0.18  1.39  0.000
H  0.63  -1.06  4.89  0.000
H  1.95  4.00  0.58  0.000
H  -1.53  0.88  2.71  0.000
H  3.80  2.60  -3.17  0.000
H  2.43  2.08  3.32  0.000
H  -4.49  2.99  2.62  0.000
H  1.36  -1.66  7.13  0.000
H  -1.46  2.09  0.11  0.000
H  -1.60  4.00  -1.97  0.000
H  0.26  0.59  5.69  0.000
H  3.52  -2.58  -2.61  -0.019
H  2.33  -0.04  2.78  0.000
H  1.06  -3.28  -2.74  -0.001
H  0.89  -0.16  7.92  0.000
H  -2.04  -5.37  0.74  0.000
H  5.53  -1.61  0.60  0.000
H  -0.47  -1.38  -4.92  0.000
H  -1.99  3.69  0.49  0.000
H  -2.37  -1.52  2.82  0.000
H  -0.26  -2.41  -6.30  0.000
H  -3.47  4.13  1.63  0.000
H  3.29  -1.29  3.66  0.000
H  1.16  0.76  -4.51  0.000
H  -1.57  0.31  -5.68  0.000
H  4.62  -0.40  -0.32  0.001
H  3.61  -0.92  -2.06  -0.026
H  -3.24  1.46  -2.28  0.000
H  -1.25  -3.64  -0.39  0.000
H  -0.90  1.20  -4.54  0.000
H  2.07  2.47  -0.41  0.000
H  -2.34  4.95  -3.26  0.000
H  -6.46  -0.62  0.84  0.000
H  0.12  -2.86  0.46  0.001
H  -1.21  -5.94  2.22  0.000
H  -1.77  -1.43  -2.58  0.000
H  -3.50  -2.62  -0.41  0.000
H  0.01  0.64  3.03  0.000

Summary:
* energy: -141911.1645 eV
* spin multiplicity: 2
* gap between HOMO and LUMO (spin up / spin down): 8.133 / 2.231 eV
* LUMO level (spin up / spin down): -0.78 / -6.68 eV

***

4.
# C6H12O

2 unconnected molecules or ions with the total composition C6H12O (ωB97M-V/def2-TZVPD, the OMol25 dataset).

Last column: natural (NBO) charge in e.
CARTESIAN COORDINATES (ANGSTROEM)
O  0.81  1.62  0.33  -0.534
C  -0.27  -0.39  -0.06  0.021
C  -0.81  -1.21  -0.95  -0.410
C  1.73  0.32  -1.50  -0.622
C  -0.96  0.30  1.08  -0.473
C  -0.56  1.72  0.71  -0.057
C  1.08  0.29  -0.14  0.050
H  1.05  0.73  -2.25  0.213
H  -1.17  2.06  -0.14  0.165
H  -0.50  0.03  2.04  0.218
H  -0.27  -1.54  -1.83  0.204
H  -1.01  -2.67  1.90  -0.012
H  1.77  -0.18  0.58  0.180
H  -0.64  2.45  1.53  0.191
H  -0.86  -2.50  1.19  0.005
H  2.01  -0.70  -1.80  0.210
H  2.64  0.93  -1.48  0.224
H  -2.03  0.10  1.14  0.224
H  -1.83  -1.56  -0.84  0.204

Summary:
* energy: -8462.2689 eV
* SMILES string: C=C1CCO[C@@H]1C.[H][H]
* gap between HOMO and LUMO: 10.643 eV
* LUMO level: 1.10 eV
* relative energy (zero: lowest compared OMol25 entry of this formula, charge and spin): 48.1 kcal/mol